1.
46
Properties=species:S:1:pos:R:3:forces:R:3 method="wB97M-V/def2-TZVPD" homo_lumo_gap_ev=6.44 energy_ev=-138522.6290 e_homo_ev=-7.84 spin_multiplicity=1 lumo_ev=-1.40 e_above_lowest_kj_mol=10.34
Rh 0.985 0.064 -0.466 0.1 0.0 -0.3
C -2.265 2.737 -1.683 0.0 0.0 0.0
C -1.342 1.607 -1.373 -0.1 -0.1 0.0
N -0.712 1.438 -0.269 0.4 -0.2 0.1
N -0.827 2.318 0.763 0.0 0.0 -0.1
C -0.730 1.855 2.058 0.0 0.0 0.1
N -0.610 2.860 2.958 -0.2 0.1 0.0
S -0.839 0.263 2.459 0.0 0.1 -0.1
C -1.147 0.516 -2.363 0.0 0.1 0.2
C -1.877 0.434 -3.534 0.0 0.0 0.0
C -1.732 -0.686 -4.341 0.0 0.0 0.0
C -0.883 -1.699 -3.940 0.0 0.0 0.0
C -0.163 -1.541 -2.767 0.0 0.0 -0.1
N -0.274 -0.451 -2.011 0.0 0.0 0.1
H -2.489 3.341 -0.808 0.0 0.0 0.0
H -3.212 2.362 -2.069 0.0 0.0 0.0
H -1.817 3.377 -2.447 0.0 0.0 0.0
H -0.923 3.301 0.565 0.0 0.0 0.0
H -0.185 3.731 2.680 0.1 0.0 0.0
H -0.423 2.563 3.901 0.0 0.0 0.0
H -2.545 1.232 -3.820 0.0 0.0 0.0
H -2.286 -0.763 -5.267 0.0 0.0 0.0
H -0.752 -2.595 -4.528 0.0 0.0 0.0
H 0.546 -2.282 -2.424 0.0 0.0 0.0
S 1.831 1.599 -1.891 0.0 -0.1 0.0
C 2.680 0.557 -3.017 -0.1 0.0 0.0
C 2.958 1.109 -4.308 0.0 0.0 0.1
N 3.155 1.594 -5.332 0.0 0.0 0.0
C 3.049 -0.691 -2.660 0.0 0.0 0.0
S 2.645 -1.366 -1.099 0.0 0.0 -0.1
C 3.786 -1.535 -3.554 0.0 0.0 0.0
N 4.363 -2.245 -4.251 0.0 0.0 0.0
Br 2.757 2.634 3.287 0.1 0.0 0.0
C 3.634 0.977 3.605 0.0 0.0 0.0
C 4.575 0.978 4.623 0.0 0.0 0.0
C 5.246 -0.190 4.946 0.0 0.0 0.0
C 4.964 -1.363 4.262 0.0 0.0 0.0
C 4.011 -1.355 3.260 0.0 0.0 0.0
C 3.339 -0.186 2.903 0.0 -0.2 0.0
C 2.356 -0.316 1.777 -0.3 0.1 0.1
O 2.221 0.691 0.995 0.0 0.2 0.1
O 1.723 -1.366 1.607 0.0 0.1 -0.1
H 4.776 1.895 5.160 0.0 0.0 0.0
H 5.985 -0.179 5.737 0.0 0.0 0.0
H 5.480 -2.280 4.512 0.0 0.0 0.0
H 3.760 -2.259 2.721 0.0 0.0 0.0

***

2.
67
Properties=species:S:1:pos:R:3:forces:R:3 method="wB97M-V/def2-TZVPD" homo_lumo_gap_ev=6.92 energy_ev=-198910.6428 e_homo_ev=-7.68 spin_multiplicity=1 lumo_ev=-0.76
C -6.748 -0.697 -1.406 0.7 -0.5 0.3
C -5.420 0.132 -1.937 -1.3 0.3 -4.5
Br -4.063 0.762 -0.611 -1.5 -0.6 -1.4
C -5.268 0.428 -3.388 0.3 -0.4 4.4
Br -6.774 -0.242 -4.585 1.8 0.8 1.4
C -4.046 1.259 -4.097 -1.1 -0.9 -1.6
O -4.291 0.952 -5.545 2.8 0.6 -2.0
C -3.061 1.113 -6.340 0.9 -0.3 -2.1
O -2.878 1.118 -7.662 -1.5 0.0 9.4
O -2.020 1.225 -5.297 -2.3 -0.1 -2.6
C -2.497 0.709 -3.970 1.1 0.8 -1.0
C -1.487 1.534 -2.951 -0.2 0.2 0.2
C -1.902 3.102 -2.711 0.8 0.7 0.4
C -1.507 4.112 -3.948 -1.7 0.6 0.0
Cl 0.356 4.224 -4.186 -2.0 -0.3 0.2
C -2.222 -0.920 -4.182 -1.3 0.0 1.2
C -1.959 -1.732 -2.780 0.4 -1.3 -0.4
C -0.387 -1.600 -2.226 0.2 0.9 0.5
C -0.375 -1.348 -0.573 -1.7 -4.9 4.4
O -0.692 -2.372 0.268 1.9 6.7 -5.9
O -0.011 -0.077 0.072 -2.5 -1.2 -1.9
H -6.778 -0.777 -0.218 0.3 0.3 -2.7
H -6.649 -1.786 -1.865 -0.2 2.3 1.1
H -7.768 -0.261 -1.790 2.3 -0.6 0.7
H -4.227 2.438 -4.110 0.8 -2.6 0.9
H -1.419 1.040 -1.867 -0.2 0.9 -2.7
H -0.425 1.540 -3.475 -2.2 -0.2 1.2
H -1.265 3.472 -1.771 -1.4 -0.8 -2.0
H -3.037 3.266 -2.415 2.4 -0.5 -0.8
H -2.046 3.815 -4.968 1.6 0.4 2.2
H -1.889 5.221 -3.723 1.1 -2.5 -0.3
H -3.218 -1.354 -4.662 2.1 0.9 0.9
H -1.344 -1.074 -4.943 -1.7 0.5 1.6
H -2.077 -2.890 -3.044 0.1 2.6 0.6
H -2.753 -1.518 -1.940 1.7 -0.2 -1.8
H 0.179 -2.604 -2.427 -1.1 2.0 0.6
H 0.198 -0.726 -2.789 -1.4 -1.9 1.4
H -0.859 0.478 0.203 1.8 -1.5 -0.3
O 1.303 -0.756 4.626 0.7 -3.2 3.3
P 2.813 -1.072 4.492 -1.1 5.4 -7.0
N 3.210 0.574 4.622 0.7 2.0 1.3
C 3.911 1.418 3.679 0.4 -0.3 -0.3
C 2.973 1.230 5.902 -0.5 -0.3 0.2
N 2.676 -1.491 2.824 -0.2 -0.8 -0.4
C 3.385 -0.866 1.720 0.7 -0.3 0.0
C 1.367 -1.944 2.338 -0.2 -0.1 0.5
N 4.549 -1.435 4.338 -0.7 -2.6 2.6
C 4.757 -2.899 4.223 0.2 -0.6 -0.6
C 5.415 -1.011 5.453 0.3 0.6 0.2
H 4.854 0.979 3.342 0.0 -0.1 -0.2
H 4.185 2.392 4.100 -0.2 -0.3 0.3
H 3.284 1.635 2.812 0.1 0.0 -0.2
H 3.772 0.999 6.613 0.1 0.2 0.3
H 2.031 0.899 6.351 0.1 -0.1 -0.1
H 2.901 2.319 5.815 0.1 -0.2 -0.2
H 2.896 0.059 1.393 0.0 0.0 0.0
H 3.418 -1.538 0.854 -0.2 -0.1 0.1
H 4.432 -0.658 1.946 -0.2 0.1 0.2
H 0.688 -1.098 2.171 0.1 -0.3 0.1
H 0.904 -2.637 3.051 0.0 0.3 -0.1
H 1.456 -2.499 1.397 0.3 0.2 0.2
H 4.420 -3.414 5.129 0.3 -0.1 0.0
H 5.815 -3.132 4.056 -0.1 0.2 0.2
H 4.218 -3.331 3.376 -0.1 0.4 0.2
H 5.019 -1.351 6.415 0.2 0.0 0.0
H 5.542 0.073 5.489 -0.4 -0.1 -0.1
H 6.432 -1.406 5.337 -0.3 -0.2 -0.1